{
  "formula": "C22H39BN9S4W",
  "method": "ωB97M-V with the def2-TZVPD basis set",
  "de_lowest_ev": 3.019,
  "homo_lumo_gap_ha": [0.209, 0.184],
  "homo_energy_ha": [-0.602, -0.593],
  "total_charge": 3,
  "molar_mass_g_mol": 752.537,
  "symbols": ["W", "S", "S", "S", "S", "N", "N", "N", "N", "N", "N", "N", "N", "N", "C", "C", "C", "C", "C", "C", "C", "C", "C", "C", "C", "C", "C", "C", "C", "C", "C", "C", "C", "C", "C", "C", "B", "H", "H", "H", "H", "H", "H", "H", "H", "H", "H", "H", "H", "H", "H", "H", "H", "H", "H", "H", "H", "H", "H", "H", "H", "H", "H", "H", "H", "H", "H", "H", "H", "H", "H", "H", "H", "H", "H", "H"],
  "xyz": [[-0.63170, -0.74540, 0.07740], [0.02080, 0.43590, 2.22290], [-0.83440, -0.03680, -2.28690], [1.77500, -0.34290, -0.36140], [-3.11210, -1.33110, 0.02460], [-0.82520, -2.07340, 2.18990], [-2.17060, -0.84570, 3.46850], [-5.20840, 0.17880, -0.35570], [-1.83910, 1.39230, 0.15480], [-3.23140, 1.32810, -0.07220], [-1.12210, -2.62310, -3.40140], [3.77480, -1.28420, 1.33280], [1.73490, -2.04210, 1.69520], [-0.38540, -2.38560, -1.31740], [-2.65590, -2.13470, 3.42450], [-3.22260, -0.36730, 5.62680], [-1.84700, -2.88390, 2.64360], [-0.81380, -3.85960, -2.91060], [-3.90250, 0.16920, -0.16920], [-0.75890, -1.68970, -5.63640], [-0.81750, -1.75580, -2.42590], [4.95790, -0.48800, 0.91630], [-0.36920, -3.71380, -1.62720], [4.75010, 0.08490, -0.47800], [-1.07400, -0.80720, 2.69300], [-1.78330, -2.31050, -4.68960], [-1.87770, 1.39290, 4.47830], [-2.91380, -1.31870, -4.38510], [3.83090, -2.18690, 2.35720], [-2.34190, -3.59280, -5.30130], [2.49600, -1.21490, 0.93390], [-4.08750, 0.67440, 3.52320], [-2.83080, 0.22180, 4.27120], [2.57960, -2.66770, 2.57740], [6.18500, -1.40290, 0.91940], [5.11560, 0.62970, 1.95190], [0.33600, -2.49880, 1.38610], [-4.76290, -0.15660, 3.33720], [7.01410, -0.88710, 0.44260], [-0.02520, -4.47630, -0.95720], [-0.30410, -0.80190, -5.20380], [-3.52860, -2.44120, 3.96480], [4.46360, -0.69150, -1.18340], [0.26410, -3.61660, 1.04230], [-2.52800, -0.30610, -4.29140], [-4.05810, -1.05610, 5.55670], [-3.02740, -4.09970, -4.62600], [-3.71900, 2.20750, -0.22860], [-0.93210, 1.05830, 4.89840], [-2.38360, -0.87140, 6.09860], [-3.43330, -1.59480, -3.46710], [-1.38880, 1.87730, -0.63680], [5.68270, 0.51900, -0.82560], [4.74210, -2.44590, 2.85700], [5.99150, -2.31560, 0.36020], [5.99720, 1.21620, 1.71210], [2.23080, -3.39130, 3.28630], [-0.92140, -4.75350, -3.48790], [-3.53170, 0.44380, 6.27910], [-5.76320, 1.02010, -0.44140], [-1.68780, 1.93940, 3.55690], [-3.84060, 1.14860, 2.57470], [-2.88740, -3.33820, -6.20650], [-1.26050, -1.40500, -6.55630], [-1.64800, 1.97160, 0.98810], [4.00460, 0.87480, -0.48810], [6.50780, -1.65870, 1.92480], [0.02250, -2.40280, -5.88480], [-1.90550, -3.92420, 2.39280], [-1.55140, -4.27690, -5.59880], [-5.70700, -0.69640, -0.43650], [-3.63800, -1.32860, -5.19520], [4.25330, 1.29350, 1.95000], [-4.61340, 1.39980, 4.13810], [-2.32350, 2.08820, 5.18500], [5.24340, 0.22340, 2.95270]],
  "forces_ev_per_angstrom": [[0.9036, 0.6253, -1.0328], [0.2579, -0.5452, -0.5322], [0.1205, -0.2715, 0.8068], [-1.6745, 0.0005, -0.4433], [0.2587, -0.3670, -0.1088], [-0.6637, 0.5008, 0.8047], [0.5960, -0.4189, -0.6792], [-0.0235, 0.1479, -0.0644], [0.0152, 0.1207, -0.0575], [-0.3336, 0.4698, -0.2438], [0.2568, 0.4520, 0.5984], [-0.7705, -0.2726, 0.0006], [1.0041, -0.0329, -0.1916], [-0.4486, 0.8193, 0.3201], [0.2094, -0.5141, -0.3144], [0.1378, -0.0138, -0.0581], [-0.6182, -0.1451, 0.1565], [0.2462, -0.3363, 0.6960], [0.4367, 0.0504, 0.1997], [-0.0602, -0.1128, 0.1133], [0.0798, 0.2140, -0.3380], [0.6451, 0.5764, -0.0856], [-0.0696, -0.6997, -0.1371], [0.0081, -0.0388, 0.0479], [0.1030, 0.4808, 0.3885], [-0.3055, 0.2911, -0.7156], [-0.0623, -0.0570, -0.0182], [0.0134, -0.1483, -0.1226], [-0.3004, -0.4666, 0.5467], [0.0602, 0.0786, 0.1324], [-0.3840, -0.2023, 0.4524], [0.1632, -0.0600, 0.0943], [-0.3726, 0.6732, 0.2323], [0.3207, 0.2317, 0.1805], [-0.1481, -0.0218, -0.0110], [0.0072, -0.0992, -0.1393], [0.6755, 0.3820, -0.5836], [-0.0923, -0.1215, -0.0142], [0.0065, 0.0675, -0.0039], [0.0105, -0.0727, 0.1068], [0.0641, 0.1338, 0.0170], [-0.1194, -0.0048, 0.1353], [0.0254, -0.0684, -0.1382], [-0.2206, -0.2510, -0.2132], [-0.1022, 0.0609, -0.0213], [-0.1063, -0.1100, -0.0103], [-0.1000, -0.0621, 0.0514], [0.1692, -0.1301, 0.0557], [0.1284, 0.0288, 0.0824], [0.1111, -0.0462, 0.0769], [-0.0878, -0.0283, 0.0323], [-0.3526, -0.1413, 0.2543], [0.0974, 0.0242, 0.0437], [0.1510, 0.0199, 0.0200], [0.0301, -0.0944, -0.0691], [0.0962, 0.0758, -0.0240], [0.0102, -0.1751, 0.1124], [-0.0414, -0.1587, -0.1277], [-0.0492, 0.0646, 0.0364], [0.0940, 0.0464, 0.0091], [-0.0204, 0.0441, 0.0589], [0.0771, 0.0626, -0.0940], [-0.0241, 0.0690, -0.0072], [-0.0249, 0.0700, -0.1055], [-0.1995, -0.4685, -0.2107], [0.0277, 0.1024, -0.0209], [0.0247, -0.0464, 0.0810], [0.1030, -0.0544, -0.0166], [0.0378, -0.1729, -0.0359], [0.0906, -0.0921, 0.0162], [0.0729, 0.0036, -0.0084], [0.0135, 0.0351, -0.0872], [-0.0946, 0.0676, -0.0193], [-0.0598, 0.0734, 0.0247], [-0.0604, -0.0052, 0.0355], [0.0301, -0.0361, 0.0835]]
}